No. 1
25
Properties=species:S:1:pos:R:3:forces:R:3:lowdin_charge:R:1 method="wB97M-V/def2-TZVPD" e_lumo_ha=0.123 charge=-1 homo_ev=-5.85 gap_ev=9.2 spin_multiplicity=1 de_lowest_kj_mol=160.3
H 1.1889 -1.4412 2.6745 1.12 2.04 1.36 0.075
H 1.6379 2.3728 1.2044 -3.23 -0.08 1.89 0.071
O 0.7597 2.3411 1.7975 2.06 -2.56 -2.07 -0.181
O -0.1737 1.4818 -0.8204 0.00 3.25 -0.69 -0.008
C 0.2029 -1.8303 -1.7509 1.22 -2.83 1.56 -0.163
H -1.6858 -0.7537 -1.9081 -0.65 -0.19 -0.03 0.092
H -1.0917 -1.4188 1.3401 -0.12 0.84 -0.28 -0.001
H -2.2686 -0.5795 1.8401 -0.51 3.71 1.71 -0.034
H 0.2725 -2.1217 -0.6096 0.03 0.46 -2.40 0.099
H 2.8511 0.7097 0.2531 1.07 -0.41 -0.90 0.029
H -3.4017 1.0121 -0.6528 0.03 1.32 -0.04 0.032
H 1.2426 -1.5709 -2.1262 -1.06 -0.67 0.59 0.089
C -0.2344 0.2939 -0.6629 0.15 -3.48 0.96 -0.698
H -0.2387 -0.1823 -2.8617 -1.09 0.36 1.17 0.122
O -3.1504 1.9730 -0.6709 2.48 -2.07 0.54 -0.140
H -0.1805 -2.7471 -2.2774 0.38 0.89 0.15 0.068
O 1.6482 -0.6818 3.1947 -0.85 -1.78 -1.92 -0.115
C -0.6249 -0.6134 -1.8872 1.62 1.23 -0.31 -0.182
H 0.3465 1.3964 1.5460 1.23 2.65 0.24 0.054
H -2.1222 1.8450 -0.5286 -2.41 0.83 -0.54 0.057
H 1.8681 -0.0735 2.4601 -0.38 -0.25 0.61 0.000
O -2.0490 -1.3603 1.4595 -0.09 -4.64 -1.37 -0.041
O 0.0434 -0.3077 0.4530 0.26 1.02 -1.01 -0.156
O 3.0399 0.9255 -0.6968 -2.48 0.75 1.83 -0.103
H 2.1200 1.3311 -0.7694 1.20 -0.38 -1.04 0.034

=====

No. 2
26
Properties=species:S:1:pos:R:3:forces:R:3:lowdin_charge:R:1 method="wB97M-V/def2-TZVPD" e_lumo_ha=0.125 charge=-1 homo_ev=-5.25 gap_ev=8.6 spin_multiplicity=1 de_lowest_kj_mol=152.7
H -2.8583 -0.0077 0.2276 1.13 3.68 4.02 -0.045
O 1.2076 2.1087 -0.1781 0.34 -1.43 -0.63 -0.065
H -3.1291 -0.1071 -1.1803 -0.38 2.15 -3.31 -0.007
O -0.5472 2.6987 -1.3319 -0.66 -0.44 -0.55 -0.073
H 2.3346 0.3625 -1.3850 -1.83 -0.84 -1.48 0.165
H -1.1000 -2.0135 0.6926 1.41 -1.92 0.53 0.064
C 0.1983 0.5245 -1.8240 -0.70 3.67 -1.78 -0.112
C 1.4321 -0.2446 -1.8604 2.72 -0.13 0.38 -0.255
H -0.6592 0.0461 -1.4194 -0.66 -0.81 0.42 0.087
H -0.1655 1.0171 -2.8235 0.84 -1.58 1.34 0.155
O -3.0319 -0.5812 -0.4226 -0.59 -5.68 -0.57 0.043
H 0.4901 -0.4516 3.1704 -0.82 -0.58 0.81 0.055
O -0.4755 -2.7292 1.0887 -2.58 1.76 -1.20 -0.127
O 0.5336 -1.3936 2.9129 -0.19 1.36 1.90 -0.121
H -1.2590 2.3041 1.9651 2.23 1.04 1.63 -0.009
H 0.5625 -1.7366 -0.8443 -1.27 -0.41 0.03 0.060
C 0.3381 1.8516 -1.0630 -0.14 1.96 1.52 -0.705
H 1.1634 -1.1032 2.2327 0.67 -0.57 -1.26 -0.039
H 1.6899 0.7557 0.8533 0.06 -1.30 -0.08 0.049
H -0.5671 -2.4233 2.0166 0.85 -0.21 -0.27 0.004
H 1.6484 -0.5886 -2.8795 0.30 0.16 0.13 0.110
O 1.8660 -0.1892 1.1853 0.44 0.54 -0.90 -0.126
H -1.2264 2.0567 0.3138 1.75 1.20 -1.00 -0.038
O 1.4143 -1.3749 -1.0152 1.20 -0.97 -0.12 -0.081
H 1.7478 -0.8287 0.4010 0.25 1.42 0.98 0.022
O -1.6076 2.0471 1.1671 -4.37 -2.06 -0.52 -0.012

=====

No. 3
36
Properties=species:S:1:pos:R:3:forces:R:3:lowdin_charge:R:1 method="wB97M-V/def2-TZVPD" e_lumo_ha="-0.078 / -0.166" homo_ev="-6.71 / -10.61" gap_ev="4.6 / 6.1" spin_multiplicity=4
O -6.2313 -20.7837 -5.9108 3.39 -0.59 0.22 -0.274
H -2.9534 -18.7044 -9.3921 0.13 0.17 0.21 0.043
H -8.2274 -19.8428 -9.7016 -0.58 0.17 0.16 0.079
N -3.7747 -21.9688 -6.3661 -1.03 5.41 -0.18 -0.384
C -7.7451 -19.0282 -10.2420 0.42 -0.19 1.17 -0.082
O -3.5008 -18.8398 -10.1655 -0.36 0.98 -0.46 -0.062
O -5.6780 -23.5859 -6.1439 -0.78 0.92 0.23 -0.260
H -3.6612 -19.7833 -10.1838 0.50 -0.72 -0.11 -0.044
F -3.4603 -24.1675 -5.9681 0.16 0.31 0.39 -0.227
H -7.8380 -18.7108 -7.6030 -1.00 0.12 -0.08 0.071
S -4.7644 -20.6550 -5.7899 -1.24 4.77 -0.42 0.635
O -3.0484 -23.8072 -9.1389 -1.13 0.91 -0.40 -0.410
H -4.7139 -20.7048 -9.2685 -0.15 -0.74 0.17 0.006
H -8.0238 -19.1362 -11.2902 0.18 0.46 0.02 0.077
H -9.0753 -17.5260 -9.6667 -0.02 0.52 0.28 0.128
O -7.4130 -16.6062 -10.3860 -0.19 -0.95 1.27 -0.047
H -6.0381 -20.9649 -11.8831 0.86 1.47 -0.46 -0.009
Cu -2.5635 -22.0207 -8.0501 -0.53 -0.43 -0.27 0.681
H -2.2336 -24.3429 -9.1995 -0.77 0.10 -0.57 -0.003
H -6.4831 -16.8445 -10.3856 0.43 0.37 -0.13 0.070
O -4.0269 -21.3367 -9.5571 -0.80 -1.34 -0.43 -0.385
Cu -4.7114 -23.1126 -10.4191 1.96 2.07 1.78 0.882
H -7.9612 -16.8956 -7.4790 0.23 -0.20 0.06 0.081
O -4.3648 -22.9532 -4.1005 -0.72 0.94 -2.17 -0.241
O -5.4371 -19.4611 -12.3515 -0.03 -0.33 -0.39 -0.026
C -7.5916 -17.7475 -8.0497 0.50 -0.01 -1.48 -0.030
H -7.1533 -21.9542 -11.6195 -0.30 -0.36 0.15 0.076
H -5.0282 -19.0091 -11.6134 0.50 0.32 0.46 0.019
H -6.7061 -19.2927 -10.0455 0.41 0.12 -0.56 0.048
O -6.2121 -21.8256 -11.5021 0.15 -2.19 0.87 -0.051
O -4.2382 -19.9018 -4.6602 -0.48 -2.03 -2.01 -0.247
S -4.5237 -23.0057 -5.5468 0.74 -8.82 2.80 0.412
C -7.9975 -17.6539 -9.5661 -0.85 -1.30 -0.42 -0.427
H -6.5119 -17.8833 -7.9881 0.39 0.85 -0.04 0.064
H -5.9069 -18.7736 -12.8235 -0.20 0.14 -0.22 0.077
F -4.4463 -19.6629 -7.0620 0.17 -0.92 0.57 -0.240

=====

No. 4
24
Properties=species:S:1:pos:R:3:forces:R:3:lowdin_charge:R:1 method="wB97M-V/def2-TZVPD" e_lumo_ha=-0.109 charge=+1 homo_ev=-13.05 gap_ev=10.1 spin_multiplicity=1 de_lowest_kj_mol=142.7
H -1.2303 2.2126 -0.9939 -0.03 -0.71 0.30 0.099
C -1.5854 1.5763 -0.1500 -1.13 0.46 -0.57 -0.056
H 0.0497 -1.7020 -3.7323 -0.46 -0.13 0.39 0.089
H -1.8359 -3.0280 -1.0698 -0.17 -0.02 0.38 0.066
H 1.4250 -1.7034 0.4433 0.34 0.16 0.01 -0.108
O 1.3640 0.4317 3.5518 -0.74 0.31 -0.19 -0.054
H -0.7671 -2.1118 -1.5970 -0.57 -0.85 0.79 -0.006
O 0.2610 -2.1855 -2.9144 0.67 0.46 -1.50 -0.044
H -2.0308 2.3386 0.5283 0.44 -0.77 0.18 0.094
C -0.4464 0.7009 0.4216 -1.18 2.74 -0.61 -0.350
N 0.3549 1.8225 1.2049 0.50 -2.22 -1.23 0.200
H 0.4701 2.5822 0.5393 -0.30 0.40 0.28 0.157
H 1.4012 -0.4587 3.9251 0.40 0.26 -0.19 0.064
H -0.8289 -0.0895 1.0643 0.36 0.39 0.56 0.152
H -0.3622 -0.8355 -0.9618 1.56 2.37 0.42 0.046
H -2.4570 0.9927 -0.4987 0.64 0.08 0.01 0.102
S 1.9716 -0.6274 -0.1674 -0.96 -0.29 0.34 0.741
H 0.6694 0.5461 -1.5705 -0.67 1.32 -0.68 0.058
H -0.0930 2.0785 2.0820 0.17 0.05 0.02 0.159
H 1.1754 -2.4264 -3.1255 -0.04 -0.30 0.63 0.083
O -1.3122 -2.2722 -0.7748 0.11 -0.31 -1.07 -0.100
H 2.2034 0.6767 3.1584 0.43 -0.57 0.38 0.034
C 0.3157 0.0592 -0.6958 0.58 -2.83 0.75 -0.503
H 1.2877 1.4223 1.3329 0.04 -0.02 0.58 0.077

=====

No. 5
24
Properties=species:S:1:pos:R:3:forces:R:3:lowdin_charge:R:1 method="wB97M-V/def2-TZVPD" e_lumo_ha=-0.120 charge=+1 homo_ev=-13.27 gap_ev=10.0 spin_multiplicity=1 de_lowest_kj_mol=287.9
H 1.5131 -2.5075 2.2911 0.43 0.21 0.06 0.048
C -1.2019 0.7027 -1.9674 -2.70 1.24 3.01 0.121
C -2.1531 1.0047 0.2419 -3.13 -1.36 1.17 -0.046
H -1.9092 1.4012 -2.4747 0.19 -1.01 0.81 0.112
O -1.3776 -2.3892 0.5888 -3.95 -1.24 1.63 -0.094
O 1.8143 1.4747 0.8273 -2.86 -2.99 6.50 -0.009
C -1.2119 0.4240 -0.6340 1.91 1.74 -4.81 -0.399
H 1.9125 1.4712 -2.2869 -1.10 -3.20 0.88 0.161
H -3.1185 0.4662 0.0594 0.49 0.02 0.67 0.117
H -1.8780 0.8342 1.2862 -0.34 0.95 -0.02 0.108
H -1.9527 -2.8746 1.3025 2.42 0.84 -1.08 0.132
H -0.4293 0.4291 -2.5382 2.76 -1.28 -2.13 0.005
H 0.6215 -0.3602 -0.8473 0.43 -0.10 0.05 0.109
H -0.2891 -0.8978 0.4286 -0.35 -2.69 1.49 0.060
O 1.8288 0.4478 -2.0075 0.09 4.40 -1.16 -0.073
H 2.1106 1.3627 1.8249 -0.57 0.73 -3.19 0.169
H 2.7493 0.2867 -2.1223 1.40 -1.20 -0.06 0.040
H 2.4254 1.9087 0.3594 3.84 2.64 -2.56 -0.007
O 2.0561 -1.9367 2.8519 -3.65 -2.71 2.94 0.006
H -2.2236 -2.1591 0.1203 1.37 0.22 -0.51 0.075
H 0.5611 0.5478 0.5978 -0.95 -0.87 -1.89 0.141
N -0.0025 -0.1269 -0.0805 0.75 1.97 0.44 0.179
H -2.4521 1.9415 -0.1785 0.27 1.21 0.84 0.095
H 2.6067 -1.4512 2.3574 3.22 2.49 -3.08 -0.049

=====

No. 6
24
Properties=species:S:1:pos:R:3:forces:R:3:lowdin_charge:R:1 method="wB97M-V/def2-TZVPD" e_lumo_ha=-0.106 charge=+1 homo_ev=-14.08 gap_ev=11.2 spin_multiplicity=1 de_lowest_kj_mol=275.0
H 3.1413 0.1911 1.7484 0.18 -1.32 3.28 -0.007
O -1.0515 2.5650 -0.7805 5.31 0.77 -7.51 0.049
H 0.1419 2.0617 2.2280 0.45 -0.24 0.88 0.046
O -2.9962 -0.1973 1.5996 -0.29 2.41 0.22 -0.071
H 4.0080 0.3805 0.5226 -2.07 0.47 0.77 0.113
H -3.1625 -0.9868 2.0898 -0.35 -0.79 0.67 0.030
H -3.4990 0.5364 2.0651 0.67 -1.54 -0.84 0.091
H -0.9217 3.4860 -0.8158 -0.30 1.44 0.59 0.054
H 0.7978 -2.4799 -2.4266 0.90 -0.78 -0.99 0.072
N 0.3698 0.0371 -0.6879 -0.21 1.92 3.10 0.212
H -0.9053 -3.0104 -1.2696 -0.21 -0.41 0.21 0.074
H -0.2289 0.3225 0.0969 -0.71 -0.17 -0.06 0.133
O 3.0850 0.5439 0.9140 1.63 0.79 -4.18 -0.036
H 1.2422 0.3205 -0.2618 1.32 0.26 -0.28 0.123
C 1.4600 -1.8341 -1.8751 -2.96 3.13 -2.39 -0.007
C 0.3403 -1.3405 -0.9632 -0.56 -1.81 -2.53 -0.383
O -0.7270 2.0247 1.8585 -0.55 0.46 -1.54 -0.018
H -1.3394 1.4438 2.2909 0.13 -0.62 0.88 0.018
H 0.1150 0.6975 -1.4100 -0.06 0.21 -0.79 0.159
H -1.5831 -1.5461 0.0226 1.85 -1.77 -2.90 0.139
H 2.1304 -2.3595 -1.3396 2.67 -1.65 1.49 0.040
H 1.9041 -1.0328 -2.6138 -0.77 -1.55 1.68 0.141
C -0.7869 -2.0468 -0.8206 -1.18 3.00 3.68 0.116
H -1.5344 2.2236 -0.1718 -4.90 -2.22 6.55 -0.088

=====

No. 7
23
Properties=species:S:1:pos:R:3:forces:R:3:lowdin_charge:R:1 method="wB97M-V/def2-TZVPD" e_lumo_ha="-0.113 / -0.374" charge=+1 homo_ev="-13.43 / -13.43" gap_ev="10.4 / 3.2" spin_multiplicity=2 de_lowest_kj_mol=22.1
C 0.4524 -1.4326 0.8758 -2.25 0.48 -0.68 -0.216
H -0.5013 2.8968 0.3908 -0.05 0.08 -0.24 -0.012
O 0.1280 3.4366 0.8859 0.10 -0.01 -1.15 -0.045
H -0.5582 -2.4766 2.5537 0.31 -0.26 -0.09 0.114
H 1.4776 -1.7366 1.2580 0.91 0.04 0.03 0.222
H 0.3235 -0.4063 1.2193 0.53 0.06 0.16 0.124
H 3.2697 0.3683 0.3547 0.56 0.15 0.27 0.053
H -0.0323 3.1879 1.7769 -0.11 -0.13 1.33 0.008
H 0.1036 -0.7383 -1.1290 -0.26 0.12 0.21 0.130
O -1.8012 1.5748 -0.6960 -1.11 0.51 0.55 -0.049
H -0.6056 -3.2714 0.8778 -0.04 -0.52 0.47 0.091
H -1.5422 -1.8552 1.3298 -0.14 0.17 -0.12 0.125
H 1.6742 -1.2889 -1.0136 0.19 0.14 0.11 0.118
H -1.8153 -1.5737 -2.8814 -0.46 -0.94 -0.09 0.047
H 0.4267 -2.5290 -1.0058 0.04 -0.01 0.13 0.104
H -2.7627 1.6924 -0.4977 1.14 -0.01 -0.31 0.087
C -0.5742 -2.3649 1.4664 0.34 0.55 -0.56 -0.026
C 0.6928 -1.5511 -0.6073 0.27 -0.52 0.12 -0.005
O 2.7648 0.4869 1.1631 -0.37 -0.51 0.90 -0.024
H 3.3399 0.4223 1.9575 -0.17 0.16 -1.11 0.084
H -1.0463 -0.4766 -3.5634 -0.28 0.19 0.40 0.085
H -1.6685 0.6320 -0.6282 -0.08 -0.37 -0.23 -0.010
O -1.5476 -0.6745 -2.7502 0.93 0.64 -0.10 -0.005

=====

No. 8
28
Properties=species:S:1:pos:R:3:forces:R:3:lowdin_charge:R:1 method="wB97M-V/def2-TZVPD" e_lumo_ha=-0.247 charge=+2 homo_ev=-14.91 gap_ev=8.2 spin_multiplicity=1 de_lowest_kj_mol=125.7
C -2.3439 -2.1720 0.4589 1.08 0.51 1.33 -0.763
H -3.3390 -4.0459 0.3453 -0.16 0.22 0.03 0.073
N 0.5294 2.1409 -2.0548 0.33 -0.24 -2.03 0.334
Br -2.2571 -3.6584 -1.8342 -0.13 -0.03 -0.06 0.609
H 0.5553 1.7299 -1.1326 0.70 0.23 1.75 0.060
Br -3.2780 -1.2675 1.9553 0.48 -0.07 -0.69 0.643
H 2.3287 -1.2865 -2.2041 1.07 -0.47 -0.54 0.150
H 0.8824 4.1671 2.6029 -0.74 -0.20 1.06 0.157
O 0.1835 -0.0474 0.0756 -0.47 -2.24 -1.86 0.002
H 2.1832 -2.7489 -1.3464 0.36 -0.09 0.52 0.166
H -4.2077 -2.7427 -0.4974 0.25 0.08 -0.13 0.073
H 2.0205 3.0760 3.3569 -0.24 0.26 0.65 0.160
O 0.5419 0.5558 2.1872 -0.26 -0.91 0.12 0.151
N 1.7232 -1.9268 -1.7107 -0.07 0.79 -1.15 0.352
H 1.4246 2.2978 -2.4955 0.98 0.07 0.59 0.152
H 1.0204 -2.2164 -2.3758 -0.64 -0.36 -0.20 0.139
H 1.3125 2.7083 1.9018 -0.52 -1.37 -1.28 0.033
N 1.5925 3.4533 2.5236 0.76 1.72 -0.02 0.327
H 0.1586 1.4091 -2.6439 -1.16 0.18 -0.48 0.147
H 1.3153 -1.2634 -1.0676 -1.10 -0.05 1.75 0.087
C -3.2253 -3.1077 -0.1977 -1.42 -1.68 -1.21 -0.667
O 1.2699 1.7784 0.5710 0.71 1.26 -0.76 -0.053
C 0.6762 0.7232 0.8785 0.60 1.98 0.63 -0.826
H -1.5912 -2.7974 0.9388 0.34 0.53 0.07 0.057
H 2.2761 3.9742 1.9931 0.95 -0.11 -0.12 0.147
H 0.0475 -0.2670 2.1755 -0.53 -0.57 1.20 0.116
H 0.0789 3.0413 -2.1346 -0.92 0.06 0.16 0.161
H -1.8787 -1.5075 -0.2692 -0.27 0.48 0.64 0.014

=====

No. 9
25
Properties=species:S:1:pos:R:3:forces:R:3:lowdin_charge:R:1 method="wB97M-V/def2-TZVPD" e_lumo_ha=-0.108 charge=+1 homo_ev=-12.27 gap_ev=9.3 spin_multiplicity=1 de_lowest_kj_mol=116.3
H 0.3686 -0.4816 -2.2920 -0.12 0.06 -0.03 0.132
O -1.7954 4.1832 2.3037 -0.40 0.36 0.01 -0.067
C 0.9714 -2.1583 -1.0810 -0.52 0.28 0.48 -0.181
H -0.1675 3.6029 -0.2786 -0.29 -0.28 -0.09 0.069
H -1.6650 -3.9574 -0.1962 0.07 0.21 0.11 0.076
C -0.3555 -2.3235 -0.3269 -0.25 0.15 0.31 -0.298
O 0.1523 0.8110 1.7835 -0.04 -0.36 0.11 -0.058
O -0.5156 2.6995 -0.3119 0.27 -0.15 -0.09 -0.043
H 2.0176 1.0228 -0.8220 0.02 0.00 -0.21 0.168
H 0.4693 0.7408 -0.3161 0.03 0.23 -0.62 0.102
H 0.9883 -2.8631 -1.9051 0.04 -0.12 -0.10 0.123
H 1.5728 -0.0966 0.3108 0.53 -0.15 -0.16 0.142
N -0.6821 -3.7280 -0.2117 0.10 -0.23 -0.18 0.004
H -0.2067 -4.1922 0.5472 -0.06 -0.01 0.05 0.077
H -0.1926 0.3039 2.5335 0.04 0.37 -0.20 0.073
H -2.5641 4.5029 2.8054 0.33 -0.30 -0.08 0.052
N 1.3486 0.2874 -0.6133 -0.61 -0.10 1.27 0.174
H -0.2860 -1.8199 0.6503 0.10 -0.04 0.03 0.097
H -0.4184 1.5809 1.6596 -0.09 0.09 0.18 0.031
H -1.3154 2.7104 -0.8517 0.07 0.28 0.12 0.071
H -1.1823 -1.7973 -0.8133 0.12 -0.16 -0.36 0.120
C 1.1955 -0.7770 -1.6535 0.20 -0.04 -0.52 -0.149
H 2.0895 -0.7659 -2.2710 0.12 0.07 0.07 0.130
H 1.7698 -2.4226 -0.3852 0.27 -0.07 -0.18 0.123
H -1.5971 4.9375 1.7355 0.07 -0.09 0.08 0.032

=====

No. 10
25
Properties=species:S:1:pos:R:3:forces:R:3:lowdin_charge:R:1 method="wB97M-V/def2-TZVPD" e_lumo_ha=-0.112 charge=+1 homo_ev=-12.72 gap_ev=9.7 spin_multiplicity=1 de_lowest_kj_mol=175.4
C 2.1510 1.9803 0.0090 -1.17 -0.04 0.28 -0.259
O 1.5149 -2.1435 1.0711 0.13 0.55 -0.67 -0.039
N -0.3829 0.1561 0.7588 1.17 -0.29 0.24 0.197
H -3.9387 -4.7664 -1.3163 -0.83 0.15 -0.18 0.043
H 2.2516 -1.6360 0.6991 0.18 -0.09 0.40 0.053
H 2.9981 3.7879 0.5619 0.11 0.07 0.04 0.076
H 2.8651 1.9263 -0.8041 0.30 0.20 -0.03 0.111
H -3.1252 -1.2772 -0.7028 0.15 -0.16 0.77 0.059
H -0.5649 0.9823 1.3268 -0.29 -0.19 0.12 0.174
N 2.3067 3.1321 0.8862 -0.01 -0.23 -0.32 0.004
H 0.8986 2.2431 -1.6735 -0.63 -0.29 0.13 0.122
O -3.1166 -1.1636 0.2733 0.61 0.16 -1.37 -0.058
H -1.1818 -0.4814 0.7230 -0.72 0.32 -0.15 0.116
H 0.8165 -0.2121 -0.9273 0.26 0.38 0.16 0.126
H 2.5163 2.8610 1.8309 0.20 0.09 0.15 0.068
C 0.1354 0.5755 -0.5956 -1.97 -0.36 -0.81 -0.173
C 0.6888 1.9606 -0.6293 3.08 0.58 -0.44 -0.165
H 0.2184 2.8476 -0.2000 -0.86 -0.69 0.24 0.118
O -3.6160 -3.8604 -1.4049 1.63 -0.97 0.44 -0.077
H -0.7279 0.4713 -1.2582 0.02 0.18 0.00 0.127
H -2.6742 -4.0915 -1.2105 -0.80 0.86 -0.27 0.053
H 2.2846 1.0548 0.5789 0.10 -0.01 0.12 0.091
H 0.3478 -0.4229 1.1922 0.02 0.06 0.33 0.114
H -4.0566 -1.1240 0.4374 -0.46 0.00 0.57 0.054
H 1.3909 -2.8001 0.3740 -0.24 -0.29 0.24 0.066

=====

| no. | DFT total energy (eV) |
| --- | --- |
| 1 | -17688.33651 |
| 2 | -19735.23682 |
| 3 | -141712.57442 |
| 4 | -21831.60199 |
| 5 | -13042.15312 |
| 6 | -13042.28616 |
| 7 | -11549.70873 |
| 8 | -154070.17825 |
| 9 | -12503.65524 |
| 10 | -12503.04309 |